No. 1
Molecular formula: C21H48Br2N3
Method: DFT, ωB97M-V with the def2-TZVPD basis set

Output
LUMO in eV: -3.327
HOMO level in Eh: -0.3489
Net charge: +1
Spin multiplicity: 1
E_tot in eV: -167099.15272

Geometry (Å):
C (0.652, -0.519, -2.367)
C (0.046, -0.216, -3.859)
C (1.157, 0.169, -5.001)
C (1.139, 1.839, -4.917)
C (2.524, 2.378, -5.630)
C (3.085, 3.799, -5.036)
Br (1.500, 4.870, -4.327)
C (4.115, 3.650, -3.769)
C (5.695, 4.030, -4.156)
Br (3.594, 4.964, -2.307)
C (3.413, 1.008, -5.484)
N (2.625, -0.111, -4.770)
H (1.363, -1.450, -2.312)
H (-0.282, -0.759, -1.665)
H (1.156, 0.443, -1.873)
H (-0.655, 0.743, -3.744)
H (-0.656, -1.111, -4.183)
H (0.778, -0.189, -6.073)
H (1.389, 1.982, -3.760)
H (0.166, 2.352, -5.333)
H (2.130, 2.670, -6.713)
H (3.538, 4.489, -5.898)
H (4.040, 2.589, -3.265)
H (5.951, 5.139, -3.854)
H (6.369, 3.311, -3.504)
H (5.948, 3.805, -5.290)
H (4.440, 1.036, -4.909)
H (3.618, 0.576, -6.575)
H (3.015, -0.150, -3.803)
H (2.835, -1.064, -5.174)
C (-0.657, 1.572, 0.800)
C (-2.118, 1.779, 0.409)
N (-3.010, 0.709, 0.866)
C (-4.336, 0.751, 0.242)
C (-5.216, 1.961, 0.537)
C (-3.004, 0.430, 2.304)
C (-3.343, 1.577, 3.249)
H (-0.293, 0.596, 0.469)
H (-0.035, 2.340, 0.330)
H (-0.510, 1.653, 1.882)
H (-2.148, 1.818, -0.688)
H (-2.448, 2.760, 0.765)
H (-4.890, -0.160, 0.505)
H (-4.200, 0.689, -0.845)
H (-5.627, 1.927, 1.547)
H (-6.069, 1.969, -0.152)
H (-4.683, 2.907, 0.404)
H (-2.011, 0.050, 2.574)
H (-3.676, -0.412, 2.515)
H (-2.823, 2.504, 2.992)
H (-3.043, 1.311, 4.269)
H (-4.416, 1.774, 3.277)
C (1.343, -5.478, 5.252)
C (0.674, -4.128, 5.498)
N (0.391, -3.377, 4.272)
C (0.033, -1.977, 4.518)
C (-1.254, -1.702, 5.290)
C (-0.422, -4.062, 3.265)
C (-1.803, -4.555, 3.684)
H (2.247, -5.368, 4.648)
H (1.631, -5.929, 6.207)
H (0.670, -6.181, 4.751)
H (1.366, -3.543, 6.119)
H (-0.229, -4.282, 6.097)
H (-0.009, -1.439, 3.562)
H (0.860, -1.507, 5.065)
H (-2.139, -1.883, 4.679)
H (-1.285, -0.648, 5.587)
H (-1.328, -2.299, 6.204)
H (0.147, -4.924, 2.895)
H (-0.531, -3.418, 2.383)
H (-1.792, -5.071, 4.648)
H (-2.178, -5.267, 2.941)
H (-2.526, -3.739, 3.733)

No. 2
Molecular formula: C5H6N2O
Method: DFT, ωB97M-V with the def2-TZVPD basis set

Output
ΔE to the lowest compared entry with this formula, charge and spin in kcal per mole: 87.0
SMILES: C=C1N[C@@]1(O)C=C=N
LUMO in eV: 0.820
HOMO level in Eh: -0.3127
Spin multiplicity: 1
E_tot in eV: -10305.82927

Geometry (Å):
N (-0.373, 1.430, -0.008)
C (-0.068, 0.378, 0.943)
C (0.577, 0.548, -0.483)
C (-1.143, -1.496, -0.043)
C (-0.959, -0.782, 1.045)
C (1.500, 0.437, -1.412)
O (0.550, 0.710, 2.124)
N (-1.271, -2.402, -0.844)
H (1.295, 1.297, 1.943)
H (-0.540, 2.420, 0.086)
H (-1.846, -2.284, -1.670)
H (-1.445, -0.988, 1.986)
H (2.079, -0.468, -1.503)
H (1.644, 1.200, -2.164)

No. 3
Molecular formula: C3H3NO3
Method: DFT, ωB97M-V with the def2-TZVPD basis set

Output
ΔE to the lowest compared entry with this formula, charge and spin in kcal per mole: 34.9
SMILES: Cc1noc(=O)o1
LUMO in eV: 0.636
HOMO level in Eh: -0.3936
Spin multiplicity: 1
E_tot in eV: -10791.18809

Geometry (Å):
C (-1.610, -0.279, -0.003)
C (-0.193, 0.153, 0.034)
C (1.968, -0.049, -0.025)
H (-2.238, 0.600, -0.054)
H (-1.753, -0.902, -0.899)
H (-1.897, -0.860, 0.915)
N (0.226, 1.340, 0.035)
O (1.627, 1.249, -0.027)
O (3.069, -0.473, 0.036)
O (0.800, -0.778, -0.012)

No. 4
Molecular formula: C8H6N2O
Method: DFT, ωB97M-V with the def2-TZVPD basis set

Output
ΔE to the lowest compared entry with this formula, charge and spin in kcal per mole: 16.7
SMILES: O=c1[nH]ncc2ccccc12
LUMO in eV: 0.088
HOMO level in Eh: -0.3274
Spin multiplicity: 1
E_tot in eV: -13420.58018

Geometry (Å):
C (1.085, 1.372, -0.884)
C (-1.543, 1.389, -0.097)
C (-0.753, 0.161, 0.162)
C (-1.261, -1.026, 0.774)
C (-0.431, -2.073, 1.049)
C (0.892, -2.119, 0.562)
C (1.363, -1.013, -0.100)
C (0.627, 0.160, -0.229)
H (0.453, 3.256, -1.406)
H (-2.560, 1.401, 0.239)
H (-2.313, -1.033, 1.087)
H (-0.745, -2.927, 1.599)
H (1.460, -3.065, 0.725)
H (2.407, -0.904, -0.509)
N (0.185, 2.378, -1.012)
N (-1.085, 2.478, -0.643)
O (2.220, 1.565, -1.316)

- Among the records above, which one has the highest HOMO level?
  C5H6N2O